Entry 1:
{
  "formula": "C37H58AsCl2CsN8O4PS2Si2",
  "method": "ωB97M-V with the def2-TZVPD basis set",
  "homo_energy_ev": -3.6,
  "total_charge": -1,
  "de_lowest_kcal_mol": 19.3,
  "lumo_energy_ev": 1.56,
  "total_energy_ev": -192574.5115,
  "homo_lumo_gap_ha": 0.1908,
  "symbols": ["Cs", "O", "C", "O", "C", "C", "N", "N", "C", "C", "O", "O", "H", "H", "H", "N", "P", "C", "C", "C", "C", "C", "C", "C", "C", "C", "C", "C", "C", "C", "C", "C", "C", "C", "N", "H", "H", "H", "H", "H", "H", "H", "H", "H", "H", "H", "H", "H", "H", "H", "C", "N", "C", "S", "N", "C", "H", "H", "H", "H", "H", "H", "H", "H", "Cl", "C", "Cl", "H", "H", "C", "N", "C", "C", "S", "N", "C", "C", "H", "H", "H", "H", "H", "H", "H", "H", "H", "H", "H", "H", "C", "Si", "C", "C", "As", "Si", "C", "C", "C", "H", "H", "H", "H", "H", "H", "H", "H", "H", "H", "H", "H", "H", "H", "H", "H", "H", "H"],
  "positions_angstrom": [[0.212, -0.340, 0.022], [2.792, -6.135, 0.930], [3.794, -5.405, 0.500], [4.928, -5.828, 0.420], [3.488, -4.014, 0.066], [4.409, -3.225, -0.583], [3.798, -2.060, -0.857], [2.539, -2.021, -0.413], [2.325, -3.197, 0.156], [0.973, -3.513, 0.753], [0.691, -4.726, 0.893], [0.230, -2.547, 1.028], [1.909, -5.627, 0.865], [5.428, -3.438, -0.856], [4.185, -1.247, -1.303], [0.056, 1.784, -3.766], [0.455, 0.177, -3.297], [1.150, -0.365, -4.911], [2.430, -0.909, -4.949], [2.986, -1.334, -6.147], [2.263, -1.220, -7.325], [0.982, -0.682, -7.299], [0.426, -0.265, -6.102], [-1.186, -0.633, -3.489], [-1.218, -2.022, -3.605], [-2.421, -2.686, -3.769], [-3.610, -1.970, -3.793], [-3.587, -0.590, -3.669], [-2.380, 0.079, -3.512], [0.070, 2.796, -2.827], [-0.149, 4.133, -3.172], [-0.164, 5.073, -2.160], [0.052, 4.667, -0.850], [0.272, 3.324, -0.619], [0.281, 2.400, -1.575], [0.071, 2.046, -4.737], [2.992, -0.996, -4.026], [3.981, -1.761, -6.166], [2.690, -1.556, -8.261], [0.409, -0.604, -8.215], [-0.584, 0.129, -6.082], [-0.287, -2.582, -3.588], [-2.438, -3.763, -3.875], [-4.555, -2.489, -3.887], [-4.513, -0.032, -3.692], [-2.363, 1.157, -3.403], [-0.310, 4.408, -4.207], [-0.349, 6.115, -2.391], [0.033, 5.368, -0.027], [0.438, 2.963, 0.390], [-2.592, -4.413, -0.433], [-2.506, -3.369, 0.562], [-3.440, -2.418, 0.732], [-4.877, -2.399, -0.144], [-3.152, -1.485, 1.670], [-4.135, -0.555, 2.185], [-1.599, -4.836, -0.572], [-2.968, -4.016, -1.373], [-3.273, -5.203, -0.105], [-1.607, -3.248, 1.022], [-2.340, -1.637, 2.254], [-4.669, -0.094, 1.358], [-3.610, 0.208, 2.758], [-4.866, -1.056, 2.827], [3.420, 1.242, -0.282], [4.564, 1.753, 0.969], [5.503, 3.165, 0.452], [5.256, 0.943, 1.162], [3.999, 2.026, 1.852], [-3.947, 3.601, 2.834], [-4.855, 3.448, 1.710], [-5.907, 4.451, 1.676], [-4.390, 2.922, 0.531], [-2.766, 2.763, 0.198], [-5.368, 2.527, -0.338], [-5.014, 2.016, -1.649], [-6.645, 2.031, 0.154], [-4.531, 3.576, 3.757], [-3.397, 4.547, 2.787], [-3.222, 2.792, 2.852], [-5.475, 5.439, 1.871], [-6.661, 4.252, 2.443], [-6.389, 4.473, 0.702], [-4.174, 2.578, -2.045], [-5.877, 2.126, -2.310], [-4.728, 0.960, -1.594], [-6.690, 2.109, 1.236], [-6.754, 0.977, -0.118], [-7.479, 2.587, -0.283], [-0.657, -2.234, 4.541], [0.031, -0.524, 5.006], [1.926, -0.687, 4.850], [-0.261, -0.358, 6.886], [-1.009, 1.071, 3.740], [0.413, 2.815, 4.101], [-0.311, 4.422, 3.370], [2.106, 2.671, 3.213], [0.845, 3.236, 5.911], [-0.295, -3.013, 5.216], [-0.356, -2.505, 3.525], [-1.750, -2.234, 4.586], [2.306, -1.542, 5.416], [2.424, 0.211, 5.227], [2.217, -0.821, 3.804], [0.232, -1.148, 7.460], [-1.331, -0.392, 7.106], [0.116, 0.605, 7.242], [-0.793, 4.205, 2.411], [0.454, 5.186, 3.203], [-1.070, 4.846, 4.033], [1.937, 2.706, 2.131], [2.568, 1.711, 3.459], [2.802, 3.473, 3.480], [-0.071, 3.297, 6.503], [1.384, 4.181, 6.018], [1.461, 2.444, 6.346]],
  "lowdin_charge": [0.890, 0.115, -0.520, 0.069, -0.053, -0.011, -0.014, -0.017, -0.144, -0.597, 0.021, -0.412, 0.052, 0.134, 0.110, -0.131, 0.976, -0.365, -0.100, -0.086, -0.091, -0.084, -0.094, -0.392, -0.099, -0.089, -0.089, -0.086, -0.084, -0.405, -0.024, -0.072, -0.086, -0.232, 0.014, 0.098, 0.088, 0.102, 0.100, 0.102, 0.108, 0.111, 0.106, 0.105, 0.096, 0.096, 0.104, 0.105, 0.103, 0.075, -0.110, -0.041, -0.855, 0.574, -0.043, -0.134, 0.078, 0.032, 0.080, 0.087, 0.092, 0.032, 0.007, 0.083, 0.526, -0.981, 0.507, 0.031, -0.024, -0.109, -0.232, -0.070, -0.778, 0.722, -0.214, -0.110, -0.064, 0.091, 0.079, -0.011, 0.090, 0.089, 0.079, 0.048, 0.090, 0.073, 0.083, 0.090, 0.087, -0.241, 0.093, -0.236, -0.248, 0.628, 0.093, -0.248, -0.248, -0.246, 0.024, -0.003, 0.016, 0.020, 0.004, 0.013, 0.015, 0.013, -0.003, -0.015, 0.019, 0.014, -0.006, 0.000, 0.033, 0.016, 0.015, 0.003]
}



Entry 2:
{
  "formula": "C25H44I2NNiO5PSi2Te",
  "method": "ωB97M-V with the def2-TZVPD basis set",
  "homo_energy_ev": [-7.5, -7.5],
  "spin_multiplicity": 3,
  "de_lowest_kcal_mol": 21.5,
  "lumo_energy_ev": [-0.19, -0.50],
  "total_energy_ev": -127954.6741,
  "homo_lumo_gap_ha": [0.2676, 0.2582],
  "symbols": ["Ni", "I", "C", "C", "C", "I", "C", "C", "C", "C", "N", "C", "C", "O", "H", "H", "H", "H", "C", "Si", "C", "C", "C", "Te", "C", "Si", "C", "C", "C", "H", "H", "H", "H", "H", "H", "H", "H", "H", "H", "H", "H", "H", "H", "H", "H", "H", "H", "H", "H", "H", "H", "C", "C", "C", "C", "O", "P", "O", "O", "O", "C", "C", "C", "C", "H", "H", "H", "H", "H", "H", "H", "H", "H", "H", "H", "H", "H", "H", "H", "H", "H", "H"],
  "positions_angstrom": [[0.414, 0.367, -0.267], [0.391, 0.711, 4.808], [-1.207, 0.306, 3.505], [-2.496, 0.116, 3.972], [-3.519, -0.164, 3.094], [-5.460, -0.454, 3.903], [-3.290, -0.270, 1.710], [-4.260, -0.515, 0.717], [-3.891, -0.531, -0.602], [-2.544, -0.354, -0.951], [-1.611, -0.123, -0.051], [-1.960, -0.062, 1.254], [-0.880, 0.236, 2.150], [0.303, 0.419, 1.700], [-2.697, 0.208, 5.029], [-5.285, -0.687, 1.009], [-4.622, -0.686, -1.382], [-2.227, -0.383, -1.986], [0.414, -6.153, -2.800], [0.826, -4.293, -2.763], [-0.661, -3.297, -3.432], [2.361, -3.965, -3.850], [1.174, -3.697, -0.999], [1.516, -1.577, -1.418], [3.546, -1.718, -0.791], [3.742, -1.426, 1.108], [5.608, -1.731, 1.414], [3.260, 0.300, 1.734], [2.680, -2.754, 1.982], [0.180, -6.470, -3.810], [-0.441, -6.384, -2.177], [1.249, -6.750, -2.453], [-0.831, -3.461, -4.492], [-0.483, -2.232, -3.274], [-1.572, -3.566, -2.905], [2.172, -4.185, -4.896], [3.209, -4.569, -3.542], [2.652, -2.917, -3.765], [2.061, -4.147, -0.573], [0.339, -3.875, -0.331], [4.060, -0.929, -1.335], [3.912, -2.691, -1.109], [6.211, -0.939, 0.982], [5.947, -2.670, 0.991], [5.814, -1.752, 2.477], [4.121, 0.900, 2.010], [2.612, 0.224, 2.602], [2.704, 0.850, 0.973], [2.964, -3.765, 1.705], [1.632, -2.614, 1.720], [2.758, -2.681, 3.063], [2.059, 0.168, -4.551], [1.994, 1.693, -4.620], [0.758, 2.123, -5.413], [3.271, 2.221, -5.279], [1.920, 2.296, -3.320], [1.314, 1.563, -2.047], [0.035, 0.816, -2.314], [2.341, 0.698, -1.359], [1.117, 2.700, -0.957], [0.535, 3.993, -1.118], [0.100, 4.402, 0.293], [-0.673, 3.913, -2.045], [1.602, 4.950, -1.656], [2.311, -0.223, -5.535], [1.102, -0.246, -4.236], [2.827, -0.139, -3.839], [0.787, 1.676, -6.404], [0.718, 3.207, -5.507], [-0.138, 1.791, -4.893], [3.328, 1.845, -6.297], [4.142, 1.879, -4.727], [3.275, 3.308, -5.293], [-0.668, 3.721, 0.660], [-0.292, 5.416, 0.294], [0.955, 4.342, 0.965], [-1.363, 3.155, -1.680], [-0.358, 3.632, -3.046], [-1.183, 4.872, -2.080], [2.423, 5.014, -0.945], [1.175, 5.940, -1.796], [1.997, 4.588, -2.602]],
  "lowdin_charge": [0.449, 0.919, -0.620, -0.225, -0.646, 0.864, -0.212, -0.030, -0.034, -0.096, 0.066, -0.133, -0.440, -0.178, 0.080, 0.064, 0.108, 0.109, -0.184, 0.419, -0.194, -0.188, -0.499, 1.534, -0.492, 0.510, -0.188, -0.165, -0.181, 0.021, 0.021, 0.022, 0.029, -0.031, 0.027, 0.027, 0.027, -0.016, 0.000, 0.012, 0.007, 0.015, 0.023, 0.020, 0.019, 0.033, -0.026, -0.006, 0.022, 0.010, 0.027, -0.060, -0.615, -0.021, -0.017, -0.136, 0.189, -0.324, -0.445, -0.146, -0.616, -0.012, -0.019, -0.011, 0.098, 0.057, 0.071, 0.091, 0.089, 0.081, 0.089, 0.091, 0.087, 0.087, 0.090, 0.094, 0.087, 0.070, 0.095, 0.093, 0.091, 0.074]
}



Entry 3:
{
  "formula": "C40H29IN3O13P",
  "method": "ωB97M-V with the def2-TZVPD basis set",
  "homo_energy_ev": -9.4,
  "smiles": "N#C[C@H](N)[C@H](C#N)P(O)I.O=C1C=CC(=O)C=C1.O=C1C=CC(=O)C=C1.O=C1C=CC(=O)C=C1.O=C1C=CC(=O)C=C1.O=C1C=CC(=O)C=C1.O=C1C=CC(=O)C=C1",
  "lumo_energy_ev": -1.92,
  "total_energy_ev": -90421.1126,
  "homo_lumo_gap_ha": 0.2755,
  "symbols": ["N", "C", "C", "N", "C", "C", "N", "P", "O", "I", "H", "H", "H", "H", "H", "O", "C", "C", "C", "C", "O", "C", "C", "H", "H", "H", "H", "O", "C", "C", "C", "C", "O", "C", "C", "H", "H", "H", "H", "O", "C", "C", "C", "C", "O", "C", "C", "H", "H", "H", "H", "O", "C", "C", "C", "C", "O", "C", "C", "H", "H", "H", "H", "O", "C", "C", "C", "C", "O", "C", "C", "H", "H", "H", "H", "O", "C", "C", "C", "C", "O", "C", "C", "H", "H", "H", "H"],
  "positions_angstrom": [[-2.573, -4.364, 2.219], [-1.834, -3.807, 1.545], [-0.875, -3.098, 0.680], [0.309, -3.901, 0.387], [-0.474, -1.744, 1.352], [-0.173, -0.719, 0.349], [0.077, 0.085, -0.433], [1.074, -1.958, 2.393], [0.381, -3.098, 3.350], [0.726, 0.093, 3.690], [-1.407, -2.862, -0.247], [0.281, -4.785, 0.882], [0.345, -4.123, -0.603], [-1.303, -1.372, 1.961], [1.072, -3.657, 3.724], [0.432, -4.312, 6.923], [-0.400, -5.151, 6.647], [-0.538, -6.388, 7.459], [-1.429, -7.323, 7.143], [-2.323, -7.169, 5.965], [-3.126, -8.031, 5.676], [-2.192, -5.928, 5.160], [-1.301, -4.993, 5.479], [0.129, -6.477, 8.307], [-1.547, -8.235, 7.715], [-2.845, -5.834, 4.302], [-1.180, -4.087, 4.900], [0.406, -3.984, -2.814], [1.187, -3.211, -3.337], [2.492, -3.686, -3.860], [3.358, -2.837, -4.406], [3.049, -1.388, -4.511], [3.848, -0.615, -5.000], [1.738, -0.916, -4.000], [0.872, -1.772, -3.465], [2.691, -4.745, -3.761], [4.321, -3.150, -4.789], [1.534, 0.143, -4.094], [-0.091, -1.458, -3.080], [-2.919, 2.849, 1.149], [-2.148, 3.676, 0.704], [-0.832, 3.275, 0.150], [0.011, 4.183, -0.335], [-0.332, 5.627, -0.348], [0.433, 6.453, -0.798], [-1.653, 6.023, 0.204], [-2.498, 5.118, 0.691], [-0.606, 2.218, 0.160], [0.977, 3.917, -0.745], [-1.882, 7.080, 0.177], [-3.473, 5.377, 1.083], [0.858, 1.858, -5.387], [1.652, 2.640, -5.875], [2.962, 2.177, -6.393], [3.829, 3.038, -6.921], [3.522, 4.488, -7.013], [4.309, 5.271, -7.497], [2.207, 4.945, -6.491], [1.338, 4.087, -5.963], [3.165, 1.118, -6.307], [4.794, 2.732, -7.305], [2.008, 6.007, -6.566], [0.376, 4.392, -5.574], [-9.099, 0.699, 1.110], [-8.314, 1.543, 0.735], [-8.628, 2.423, -0.422], [-7.771, 3.351, -0.837], [-6.464, 3.546, -0.159], [-5.687, 4.401, -0.531], [-6.145, 2.665, 0.993], [-7.005, 1.739, 1.408], [-9.589, 2.260, -0.894], [-7.977, 4.005, -1.674], [-5.180, 2.830, 1.455], [-6.799, 1.085, 2.245], [4.422, -1.315, 1.983], [5.019, -0.261, 1.922], [5.864, 0.215, 3.047], [6.512, 1.374, 2.978], [6.419, 2.241, 1.775], [7.013, 3.295, 1.712], [5.570, 1.765, 0.652], [4.922, 0.606, 0.720], [5.913, -0.433, 3.912], [7.134, 1.745, 3.783], [5.515, 2.417, -0.211], [4.294, 0.238, -0.081]],
  "lowdin_charge": [0.197, -0.167, -0.371, 0.059, -0.495, -0.280, 0.183, 0.562, -0.401, 0.427, 0.150, 0.090, 0.054, 0.100, 0.058, 0.097, -0.386, 0.017, 0.019, -0.383, 0.108, 0.018, 0.011, 0.120, 0.121, 0.092, 0.093, 0.074, -0.374, 0.025, 0.027, -0.364, 0.095, 0.036, 0.022, 0.123, 0.123, 0.098, 0.116, 0.086, -0.366, 0.022, 0.026, -0.387, 0.102, 0.024, 0.022, 0.069, 0.121, 0.122, 0.117, 0.085, -0.369, 0.026, 0.029, -0.385, 0.109, 0.024, 0.021, 0.095, 0.124, 0.123, 0.122, 0.105, -0.388, 0.019, 0.018, -0.376, 0.098, 0.024, 0.025, 0.121, 0.120, 0.095, 0.122, 0.056, -0.390, 0.021, 0.022, -0.385, 0.110, 0.023, 0.021, 0.122, 0.122, 0.122, 0.120]
}